[1]
Computed, not measured: a molecular structure, C27H25NO2S5W, with ωB97M-V/def2-TZVPD.

The geometry in XYZ format:
```
61
Properties=species:S:1:pos:R:3:forces:R:3
W 1.0109 0.3138 -0.2999 -0.0304 0.9368 -1.1507
S 2.8819 -0.2615 0.8194 -0.5667 -1.4343 -0.4621
C 2.6298 -2.0638 0.6177 0.2374 -0.0376 -0.1235
C 3.3786 -2.8205 1.5120 0.0359 0.0230 0.0157
C 3.3398 -4.2087 1.5028 -0.0106 0.0017 0.0100
C 2.5517 -4.8783 0.5838 -0.0211 0.0202 0.0047
C 1.7970 -4.1468 -0.3211 -0.0288 -0.0095 0.0697
C 1.8064 -2.7559 -0.3052 -0.0878 -0.1187 -0.1216
S 0.8074 -1.9547 -1.5819 0.1809 -0.0056 0.8202
C -1.0300 -2.1604 -1.1772 -0.2121 0.2871 0.1063
C -1.6288 -0.9816 -1.9172 0.6857 -0.5005 -1.5222
C -2.3328 -1.0755 -3.1182 0.0317 0.1444 0.4007
C -2.1724 -0.0484 -4.0452 0.2006 0.0428 -0.1027
C -1.2095 0.9525 -3.8801 0.6331 0.0669 -0.7624
C -0.5174 0.9076 -2.6962 -2.9140 0.3384 3.6395
C 1.3943 2.1418 -2.9305 2.7302 1.0181 2.8951
S 2.7819 1.3365 -1.9815 0.0637 0.9290 1.0905
C 3.2069 2.7770 -0.9829 0.0469 -0.2569 0.2377
C 4.3662 3.4587 -1.3156 0.0171 0.0016 -0.0264
C 4.7153 4.6081 -0.6172 -0.0004 -0.0278 -0.0010
C 3.9049 5.0568 0.4119 -0.0013 -0.0311 0.0211
C 2.7577 4.3540 0.7588 -0.0012 0.0483 0.0161
C 2.3947 3.1964 0.0797 -0.0837 0.1108 0.0887
S 0.9538 2.3278 0.7257 0.5495 -0.2196 -0.1451
N -0.9423 0.1454 -1.6934 0.9372 -2.0160 0.7242
H 4.0097 -2.3083 2.2269 0.0060 -0.0062 -0.0041
H 3.9443 -4.7593 2.2108 -0.0042 -0.0019 0.0012
H 2.5318 -5.9587 0.5544 0.0030 -0.0001 0.0007
H 1.1950 -4.6606 -1.0600 0.0100 -0.0034 -0.0094
H -1.1648 -2.0050 -0.1202 0.1224 -0.4146 -0.1768
H -1.4144 -3.1303 -1.4776 0.0365 0.0226 -0.1904
H -2.9171 -1.9520 -3.3597 -0.0253 0.0084 0.0069
H -2.6933 -0.0782 -4.9933 -0.1008 -0.0508 0.0584
H -0.9593 1.6100 -4.7011 -0.0179 0.0749 0.0771
H 1.3450 3.2166 -2.7889 0.6085 0.0814 -0.2928
H 1.6853 1.8842 -3.9501 -1.9064 -0.8133 -0.2999
H 4.9953 3.0922 -2.1168 -0.0067 0.0164 -0.0148
H 5.6207 5.1389 -0.8762 -0.0067 0.0074 -0.0056
H 4.1725 5.9449 0.9679 -0.0010 0.0062 -0.0104
H 2.1484 4.6908 1.5881 -0.0187 0.0100 -0.0199
C -5.7336 1.5386 2.0215 -0.0006 -0.0118 0.0455
C -4.4337 0.7947 1.9303 0.0800 0.0200 -0.0572
C -3.3105 1.2019 2.6418 -0.0423 -0.0272 -0.0169
C -2.1053 0.5192 2.5464 0.0420 0.2062 -0.0987
C -2.0014 -0.5863 1.7154 0.2155 -0.0596 0.0429
C -3.1171 -1.0195 1.0037 -0.0912 -0.2493 -0.0403
C -4.3118 -0.3308 1.1132 -0.0270 0.0166 -0.0057
S -0.3441 -1.3786 1.7356 -0.9535 1.6552 1.2472
C -0.8495 -2.8816 2.5844 0.3570 -0.1730 -0.2341
O 0.4127 -0.5222 2.6850 0.3705 -0.5034 0.0957
H -5.7343 2.2321 2.8599 0.0038 0.0062 -0.0077
H -6.5692 0.8506 2.1472 -0.0023 0.0001 -0.0168
H -5.9119 2.1115 1.1098 -0.0068 -0.0045 -0.0018
H -3.3722 2.0655 3.2920 -0.0167 -0.0152 0.0140
H -1.2482 0.8523 3.1154 0.0152 -0.0461 -0.0072
H -3.1138 -1.9219 0.4017 0.0428 0.0338 0.0539
H -5.1736 -0.6874 0.5622 -0.0161 0.0004 0.0239
H -1.3998 -2.5434 3.4606 0.0077 -0.0156 0.0184
H 0.0539 -3.4242 2.8609 -0.0052 -0.0013 -0.0075
H -1.4729 -3.4911 1.9306 -0.0536 0.0290 0.0249
O 0.3911 1.6751 -1.9703 -1.0096 0.8912 -5.9151
```
Forces are in eV/Å.

Values from the calculation:
- DFT total energy: -3306.45054 hartree
- ΔE to the lowest compared entry with this formula, charge and spin: 5.424 eV
- HOMO level (alpha / beta): -13.79 / -13.79 eV
- Orbital gap (alpha / beta): 6.551 / 6.550 eV
- Charge: +2

***

[2]
Computed, not measured: a molecular structure, C28H23BrIrN4O4S3, with ωB97M-V/def2-TZVPD.

The geometry in XYZ format:
```
64
Properties=species:S:1:pos:R:3:forces:R:3
Ir 0.3451 0.7135 0.7757 -0.3912 -1.4467 2.4328
O -0.3549 1.3211 -3.6378 0.1033 -0.2216 0.0263
C 0.0764 0.0593 -3.9369 -0.1772 0.2194 0.0930
C 0.4946 -0.1720 -5.2384 0.0471 -0.0893 -0.1408
C 0.9379 -1.4326 -5.6117 -0.0191 0.0340 0.0514
C 0.9640 -2.4688 -4.6874 -0.0198 0.0754 0.0232
C 0.5487 -2.2295 -3.3842 0.0265 -0.0347 -0.0410
C 0.0973 -0.9744 -2.9933 0.2263 -0.0531 -0.0236
C -0.3393 -0.6392 -1.5923 -0.1844 0.0937 0.0625
O 0.4457 0.4293 -1.1373 -0.4065 0.0041 -1.2695
N -0.1645 -1.7442 -0.6494 0.7109 -0.2242 -0.3881
N -0.0186 -1.3326 0.6278 0.3737 0.0903 -0.3452
C -0.1841 -2.1408 1.6081 -0.1204 -0.2829 0.4376
C -0.0214 -1.7560 2.9952 0.1915 -0.0219 -0.5825
Br 0.5204 0.0411 3.2780 -0.0520 0.9170 0.0145
C -0.1519 -2.5189 4.0777 -0.1766 -0.5453 0.2290
C -0.6451 -3.9083 4.1407 0.1276 0.2816 0.0139
C -0.1002 -4.7511 5.1083 0.0936 -0.1331 0.0422
C -0.5103 -6.0720 5.2048 0.0332 0.0883 0.0213
C -1.4922 -6.5557 4.3522 -0.0235 -0.0072 -0.0249
C -2.0765 -5.7105 3.4183 0.0210 0.0147 -0.0048
C -1.6578 -4.3936 3.3140 -0.1353 -0.0199 -0.0460
H -0.3947 1.4403 -2.6737 -0.0293 0.0641 -0.0700
H 0.4549 0.6464 -5.9487 0.0048 -0.0512 0.0460
H 1.2658 -1.6045 -6.6291 -0.0333 0.0004 0.0138
H 1.3035 -3.4543 -4.9761 -0.0013 0.0183 0.0067
H 0.5850 -3.0422 -2.6680 0.0239 0.0667 0.0037
H -1.4052 -0.3690 -1.6134 -0.0410 0.2224 0.1175
H -0.6632 -2.6068 -0.8063 -0.2136 0.0276 0.1294
H -0.4292 -3.1781 1.4060 -0.0390 -0.0100 -0.0216
H 0.1557 -2.0898 5.0269 -0.0824 0.0051 -0.0131
H 0.6640 -4.3733 5.7780 -0.0279 -0.0067 -0.0124
H -0.0709 -6.7172 5.9546 -0.0095 0.0105 -0.0366
H -1.8181 -7.5846 4.4278 -0.0051 0.0099 0.0138
H -2.8732 -6.0726 2.7814 0.0147 0.0029 0.0152
H -2.1694 -3.7277 2.6292 0.0213 -0.0090 0.0118
O -0.3005 3.2945 -1.2859 -0.0218 -0.0715 0.0771
S -1.1018 2.9320 -0.1336 -0.6017 -0.3358 -0.4064
O -1.9887 1.7854 -0.3034 0.3001 0.4726 -0.0076
N -0.1483 2.6242 1.1640 -0.1871 0.9497 -0.7185
C -0.3266 3.4912 2.2041 -0.1050 -0.2232 -0.6844
S 0.4485 3.4050 3.6310 0.0743 -0.0044 0.2242
C -1.3764 4.5001 1.8128 0.1309 -0.1335 0.0510
C -1.8577 5.5333 2.5922 -0.0366 0.1018 0.0733
C -2.8916 6.3137 2.0879 -0.0157 -0.0012 -0.0088
C -3.4391 6.0723 0.8284 0.0001 0.0697 0.1173
C -2.9528 5.0499 0.0278 0.1917 -0.0528 0.0112
C -1.9204 4.2925 0.5492 0.0442 0.1931 0.3697
H -1.4334 5.7094 3.5728 -0.0416 -0.0034 -0.0207
H -3.2876 7.1213 2.6901 0.0095 -0.0153 -0.0203
H -4.2561 6.6856 0.4718 0.0345 0.0126 0.0092
H -3.3572 4.8596 -0.9573 0.0039 -0.0305 0.0265
S 2.5300 1.3524 0.6909 0.4577 -0.3097 -0.0115
C 2.9437 1.2459 -1.0207 -0.2056 0.1488 0.2301
N 2.3102 2.0609 -1.8865 -0.1372 0.1279 -0.0040
C 2.5792 2.1116 -3.1933 -0.0383 0.0637 -0.0034
C 3.5766 1.3244 -3.7164 0.0070 0.0023 -0.1314
C 4.2560 0.4679 -2.8656 0.0314 -0.0884 0.2172
C 3.9416 0.4299 -1.5111 0.2262 -0.0640 -0.1100
H 1.4936 2.5751 -1.5317 0.0977 0.1105 -0.0923
H 1.9674 2.7774 -3.7835 -0.0308 -0.0077 0.0233
H 3.8004 1.3716 -4.7718 -0.0250 -0.0138 0.0216
H 5.0214 -0.1887 -3.2597 0.0121 0.0361 0.0380
H 4.4516 -0.2290 -0.8236 -0.0060 -0.0232 -0.0560
```
Forces are in eV/Å.

Values from the calculation:
- DFT total energy: -5473.42523 hartree
- ΔE to the lowest compared entry with this formula, charge and spin: 1.837 eV
- HOMO level: -10.73 eV
- Orbital gap: 6.694 eV
- Charge: +1

***

[3]
Computed, not measured: 2 unconnected molecules or ions with the total composition C2H8O2, with ωB97M-V/def2-TZVPD.

The geometry in XYZ format:
```
12
Properties=species:S:1:pos:R:3:forces:R:3
C 1.1753 -0.8665 -1.4450 1.4755 -0.1533 0.0032
O 1.1683 0.5241 -1.1637 -1.4769 0.3972 0.6140
H 0.5369 -1.2914 -2.2253 -0.0478 0.7982 -0.3561
H 2.2398 -1.0099 -1.6641 -0.2859 -1.1559 -0.1731
H 0.8909 -1.4347 -0.5594 0.2247 0.4244 0.2832
H 1.4490 1.0615 -1.9055 0.0252 -0.2742 -0.2523
C -1.5988 0.3869 1.6112 1.2806 -0.1370 0.4578
O -0.2678 0.9075 1.6412 -0.0083 0.1248 -0.1595
H -1.7871 0.2589 2.6762 -0.7079 0.0989 -0.1306
H -2.2927 1.0627 1.1133 -0.1737 -0.0593 0.1160
H -1.6086 -0.6114 1.1662 -0.2100 0.0524 -0.2176
H 0.0947 1.0122 0.7548 -0.0954 -0.1162 -0.1850
```
Forces are in eV/Å.

Values from the calculation:
- DFT total energy: -231.43023 hartree
- ΔE to the lowest compared entry with this formula, charge and spin: 0.873 eV
- HOMO level: -9.99 eV
- Orbital gap: 10.735 eV
- Structure (SMILES): CO.CO

***

[4]
Computed, not measured: 2 unconnected molecules or ions with the total composition C2H9N3O, with ωB97M-V/def2-TZVPD.

The geometry in XYZ format:
```
15
Properties=species:S:1:pos:R:3:forces:R:3
H -1.3395 -0.9369 1.1421 -0.3437 -0.3718 -0.4447
N -1.4732 -0.0585 0.6600 0.3826 1.6820 0.1557
C -0.4819 0.1930 -0.1151 0.5370 -2.8362 0.4655
N 0.3795 -0.8874 -0.5623 -0.1400 1.0678 0.5725
N -0.0331 1.3675 -0.5725 -0.6541 0.7539 -0.2184
C -0.7912 2.5968 -0.4870 -0.3993 0.0086 -0.0291
H 0.5994 -0.7930 -1.5457 -0.0379 -0.3993 0.0612
H -0.0660 -1.7575 -0.3214 0.0249 -0.1646 -0.4612
H 0.7996 1.3058 -1.1266 -0.0219 0.3366 -0.1484
H -0.1320 3.4471 -0.3395 -0.0009 0.0430 -0.1211
H -1.4700 2.7504 -1.3265 0.4047 0.0784 -0.5084
H -1.5029 2.5553 0.3243 0.2366 -0.2822 0.6734
O 2.1789 -3.4635 1.5153 -0.0854 0.7395 -1.2013
H 1.9773 -2.8637 0.7590 0.4443 -0.5396 0.7589
H 1.3553 -3.4553 1.9959 -0.3471 -0.1160 0.4454
```
Forces are in eV/Å.

Values from the calculation:
- DFT total energy: -321.09640 hartree
- ΔE to the lowest compared entry with this formula, charge and spin: 0.962 eV
- HOMO level: -8.90 eV
- Orbital gap: 9.519 eV
- Structure (SMILES): [H]/N=C(\N)NC.O

***

| no. | largest force on an atom (eV Å⁻¹) |
| --- | --- |
| 1 | 6.07 |
| 2 | 2.86 |
| 3 | 1.65 |
| 4 | 2.92 |